Record 1
DFT (ωB97M-V/def2-TZVPD) results for C32H48Br2F4NO19PS as an isolated structure at a distorted geometry.

The geometry in XYZ format:
```
108
Properties=species:S:1:pos:R:3
O 0.674 -2.623 -0.099
P 0.169 -1.358 -0.609
O -0.003 -1.457 -2.207
O 1.293 -0.234 -0.365
N -1.331 -0.861 0.073
C -2.138 -2.009 0.551
C -3.030 -2.552 -0.611
C -4.531 -2.414 -0.357
F -5.148 -3.114 -1.360
Br -5.116 -3.303 1.291
C -5.047 -0.923 -0.460
F -5.812 -0.575 0.568
F -4.017 -0.059 -0.478
Br -5.980 -0.615 -2.161
S -1.192 0.358 1.206
O -0.276 0.016 2.228
O -2.452 0.745 1.710
F -0.671 1.609 0.413
H 0.189 -0.555 -2.527
H 2.080 -0.738 -0.073
H -1.546 -2.827 0.972
H -2.814 -1.680 1.352
H -2.805 -2.063 -1.570
H -2.836 -3.619 -0.780
O 3.432 -1.494 1.876
C 3.525 -0.812 2.860
O 4.700 -0.291 3.290
C 4.500 0.385 4.546
C 3.021 0.717 4.588
C 2.410 -0.441 3.812
H 4.798 -0.287 5.355
H 5.126 1.275 4.581
H 2.635 0.826 5.593
H 2.837 1.653 4.053
H 2.195 -1.291 4.455
H 1.523 -0.138 3.266
O -5.971 3.771 -2.359
C -5.202 4.031 -1.479
O -4.776 5.288 -1.209
C -3.775 5.250 -0.169
C -4.014 3.944 0.567
C -4.532 3.042 -0.546
H -2.792 5.292 -0.633
H -3.894 6.115 0.483
H -3.125 3.563 1.067
H -4.792 4.077 1.322
H -3.720 2.547 -1.081
H -5.245 2.311 -0.176
O -1.420 6.293 -1.524
C -1.519 7.485 -1.612
O -0.455 8.330 -1.645
C -0.926 9.691 -1.638
C -2.351 9.629 -2.152
C -2.811 8.268 -1.651
H -0.869 10.071 -0.615
H -0.285 10.298 -2.275
H -2.968 10.458 -1.810
H -2.352 9.637 -3.244
H -3.218 8.322 -0.640
H -3.525 7.806 -2.328
O -0.751 -4.084 -3.832
C 0.322 -4.574 -4.038
O 0.805 -4.820 -5.278
C 2.070 -5.512 -5.185
C 2.594 -5.186 -3.796
C 1.308 -5.046 -2.990
H 1.892 -6.580 -5.321
H 2.730 -5.165 -5.961
H 3.279 -5.938 -3.409
H 3.120 -4.229 -3.814
H 0.968 -6.004 -2.592
H 1.403 -4.315 -2.189
O -1.931 7.759 1.725
C -0.871 7.297 2.046
O -0.588 6.886 3.305
C 0.793 6.490 3.388
C 1.200 6.164 1.961
C 0.338 7.129 1.158
H 1.368 7.320 3.806
H 0.885 5.631 4.051
H 2.269 6.270 1.782
H 0.920 5.136 1.721
H 0.823 8.099 1.031
H 0.058 6.715 0.196
O 1.629 -0.509 6.879
C 1.359 -1.669 7.004
O 1.942 -2.653 6.277
C 1.326 -3.918 6.581
C 0.694 -3.732 7.950
C 0.315 -2.256 7.930
H 0.588 -4.138 5.807
H 2.082 -4.699 6.577
H -0.145 -4.402 8.130
H 1.439 -3.909 8.729
H -0.673 -2.093 7.496
H 0.376 -1.806 8.917
O 3.735 -6.480 -7.143
C 3.971 -7.646 -7.019
O 4.091 -8.255 -5.812
C 4.482 -9.627 -5.995
C 4.060 -9.976 -7.412
C 4.219 -8.642 -8.132
H 5.563 -9.702 -5.853
H 3.986 -10.247 -5.251
H 4.643 -10.786 -7.848
H 3.010 -10.275 -7.423
H 5.232 -8.500 -8.512
H 3.493 -8.520 -8.931
```

Computed properties:
- energy above the lowest of the compared OMol25 structures with the same formula, charge and spin (kJ/mol) = 0.0
- E_tot (hartree) = -9019.67092
- 2S+1 = 1
- charge = 0
- lowest unoccupied orbital energy (eV) = 0.28
- HOMO level (eV) = -9.54

=====

Record 2
DFT (ωB97M-V/def2-TZVPD) results for C32H48ClCoN7O4 as an isolated structure at a distorted geometry.

The geometry in XYZ format:
```
93
Properties=species:S:1:pos:R:3
Co -0.076 0.037 1.402
C 3.519 1.030 -1.475
N 2.922 0.372 -0.339
C 2.917 1.161 0.870
C 2.382 -0.866 -0.389
N 1.333 -1.179 0.325
C 1.196 -2.484 0.799
C 2.342 -3.122 1.252
C 2.322 -4.437 1.708
C 1.146 -5.130 1.717
C -0.057 -4.501 1.346
C -1.259 -5.225 1.448
C -2.456 -4.622 1.187
C -2.482 -3.284 0.801
C -1.321 -2.541 0.631
N -1.466 -1.197 0.304
C -2.412 -0.837 -0.524
N -2.712 -1.534 -1.676
C -4.076 -1.737 -2.111
C -1.781 -2.499 -2.204
N -3.137 0.282 -0.307
C -3.190 0.861 1.015
C -3.524 1.184 -1.364
C -0.062 -3.148 0.903
N 2.981 -1.712 -1.310
C 4.424 -1.847 -1.328
C 2.298 -2.862 -1.845
H 2.939 1.926 -1.715
H 3.511 0.377 -2.340
H 4.547 1.332 -1.254
H 2.511 2.150 0.665
H 3.944 1.268 1.235
H 2.317 0.671 1.638
H 3.267 -2.563 1.269
H 3.239 -4.897 2.046
H 1.102 -6.157 2.046
H -1.206 -6.257 1.760
H -3.383 -5.165 1.297
H -3.438 -2.799 0.657
H -4.758 -1.145 -1.508
H -4.345 -2.794 -2.008
H -4.190 -1.456 -3.162
H -0.771 -2.201 -1.936
H -1.869 -2.513 -3.293
H -1.963 -3.512 -1.827
H -2.874 0.130 1.759
H -4.219 1.166 1.217
H -2.535 1.729 1.077
H -3.325 0.739 -2.334
H -2.950 2.112 -1.284
H -4.587 1.424 -1.282
H 4.887 -1.106 -0.685
H 4.812 -1.731 -2.343
H 4.708 -2.842 -0.968
H 1.226 -2.690 -1.839
H 2.508 -3.775 -1.276
H 2.629 -3.008 -2.877
O -1.046 -0.991 3.279
Cl 0.212 -1.266 3.922
O 0.464 -2.649 3.945
O 0.211 -0.718 5.221
O 1.227 -0.599 3.133
C 0.156 5.704 -2.287
C 0.105 4.242 -1.940
C 0.137 3.277 -2.938
C 0.084 1.930 -2.595
C 0.114 0.859 -3.649
C -0.011 1.570 -1.268
C -0.049 2.509 -0.212
C 0.016 3.865 -0.610
N -0.157 2.026 1.054
C -0.257 2.955 2.186
C -1.503 3.872 2.075
C 1.030 3.790 2.380
C -0.427 2.152 3.483
H 0.241 5.844 -3.362
H 1.010 6.187 -1.812
H -0.746 6.213 -1.947
H 0.203 3.576 -3.974
H 0.253 1.286 -4.640
H -0.821 0.300 -3.638
H 0.924 0.159 -3.452
H -0.055 0.523 -1.005
H -0.005 4.661 0.114
H -1.743 4.120 1.046
H -1.337 4.800 2.619
H -2.369 3.380 2.514
H 1.344 4.317 1.485
H 1.841 3.138 2.691
H 0.863 4.520 3.169
H -1.260 1.456 3.405
H -0.624 2.826 4.315
H 0.474 1.593 3.718
```

Computed properties:
- energy above the lowest of the compared OMol25 structures with the same formula, charge and spin (kJ/mol) = 31.7
- E_tot (hartree) = -3775.15829
- 2S+1 = 4
- charge = 0
- lowest unoccupied orbital energy (alpha / beta) (eV) = 0.47 / 0.47
- HOMO level (alpha / beta) (eV) = -6.82 / -6.89

=====

Record 3
DFT (ωB97M-V/def2-TZVPD) results for a 11-piece molecular cluster, C32H48F6N2O28S3 overall at a distorted geometry.

The geometry in XYZ format:
```
119
Properties=species:S:1:pos:R:3
O -26.180 7.326 14.680
C -25.739 7.190 15.808
O -24.494 7.621 16.267
C -24.407 7.302 17.640
C -25.461 6.282 17.816
F -26.186 6.600 18.962
O -26.303 6.499 16.754
H -23.364 7.079 17.863
H -24.482 8.188 18.272
H -25.189 5.227 17.779
O -22.460 4.545 20.598
C -21.566 3.948 19.968
O -20.293 3.739 20.339
C -19.552 3.348 19.178
C -20.581 2.954 18.125
F -20.611 1.643 18.225
O -21.652 3.600 18.657
H -18.908 4.157 18.833
H -18.965 2.489 19.503
H -20.418 3.211 17.078
O -25.576 1.260 13.708
C -25.907 1.911 12.758
O -26.624 2.999 12.830
C -26.885 3.525 11.518
C -25.649 2.925 10.754
F -24.725 3.765 10.978
O -25.509 1.722 11.501
H -27.751 3.023 11.088
H -27.002 4.600 11.656
H -25.935 2.935 9.702
O -26.296 10.938 21.225
C -25.793 10.849 22.330
O -24.948 9.873 22.815
C -24.440 10.174 24.064
C -25.454 11.224 24.516
F -24.785 12.067 25.270
O -25.840 11.771 23.313
H -24.451 9.330 24.755
H -23.373 10.395 24.090
H -26.334 10.988 25.113
O -18.243 7.961 17.616
C -17.371 8.820 17.806
O -17.108 9.446 18.858
C -16.552 10.636 18.609
C -16.051 10.490 17.141
F -14.751 10.296 17.172
O -16.794 9.331 16.806
H -17.248 11.469 18.704
H -15.775 10.849 19.344
H -16.218 11.218 16.347
O -21.306 10.810 19.823
C -21.261 11.812 19.165
O -21.505 11.912 17.842
C -21.465 13.218 17.377
C -21.783 14.000 18.635
F -23.100 14.150 18.649
O -21.316 13.143 19.687
H -20.452 13.488 17.080
H -22.261 13.343 16.643
H -21.444 15.036 18.622
C -28.584 10.965 13.207
N -27.421 11.689 13.874
O -26.763 12.457 13.214
O -27.011 11.267 14.976
H -28.361 10.888 12.143
H -29.523 11.465 13.445
H -28.653 9.936 13.559
C -30.660 8.133 19.328
N -31.270 6.845 19.899
O -32.147 6.976 20.746
O -30.816 5.755 19.455
H -29.728 7.990 18.781
H -30.441 8.731 20.213
H -31.440 8.654 18.772
O -24.107 -1.827 23.309
S -23.723 -0.884 22.296
O -22.465 -0.151 22.377
C -24.233 -1.457 20.627
C -25.675 -1.160 20.421
C -25.952 0.263 20.899
C -25.049 0.502 22.225
H -23.836 -2.446 20.401
H -23.677 -0.799 19.959
H -25.878 -1.090 19.352
H -26.262 -1.891 20.977
H -27.026 0.412 21.015
H -25.673 0.932 20.085
H -25.379 0.485 23.264
H -24.502 1.419 22.007
O -19.427 10.547 11.045
S -20.000 10.017 12.281
O -19.786 10.609 13.598
C -21.797 9.792 11.957
C -22.179 8.372 11.396
C -21.123 7.418 12.085
C -19.687 8.144 12.301
H -22.168 10.727 11.538
H -22.233 9.866 12.953
H -23.176 8.038 11.680
H -22.126 8.515 10.316
H -20.896 6.453 11.632
H -21.599 7.071 13.002
H -18.976 7.775 11.562
H -19.159 7.809 13.194
O -33.558 6.136 16.035
S -33.125 5.114 15.095
O -33.665 3.735 15.206
C -33.735 5.604 13.424
C -32.555 6.433 12.805
C -31.225 5.741 13.155
C -31.220 5.401 14.697
H -34.685 6.039 13.736
H -33.758 4.617 12.962
H -32.737 6.391 11.731
H -32.408 7.404 13.279
H -30.352 6.233 12.726
H -31.391 4.753 12.726
H -31.002 6.274 15.311
H -30.539 4.670 15.133
```

Computed properties:
- structure (SMILES) = O=C1OC[C@@H](F)O1.O=C1OC[C@@H](F)O1.O=C1OC[C@@H](F)O1.O=C1OC[C@@H](F)O1.O=C1OC[C@@H](F)O1.O=C1OC[C@@H](F)O1.C[N+](=O)[O-].C[N+](=O)[O-].O=S1(=O)CCCC1.O=S1(=O)CCCC1.O=S1(=O)CCCC1
- energy above the lowest of the compared OMol25 structures with the same formula, charge and spin (kJ/mol) = 457.0
- E_tot (hartree) = -5257.72200
- 2S+1 = 1
- charge = 0
- lowest unoccupied orbital energy (eV) = -0.19
- HOMO level (eV) = -9.82

=====

Record 4
DFT (ωB97M-V/def2-TZVPD) results for C32H48N3NiO2Si4Te as an isolated structure at a distorted geometry.

The geometry in XYZ format:
```
91
Properties=species:S:1:pos:R:3
Ni -0.452 0.194 0.186
C -1.016 4.140 -0.935
C -1.418 3.352 -2.150
C -2.155 3.945 -3.165
C -2.500 3.228 -4.302
C -2.108 1.908 -4.417
C -1.347 1.289 -3.427
C -0.860 -0.117 -3.646
C -1.005 2.021 -2.291
N -0.131 1.468 -1.306
C 1.136 1.866 -1.492
O 1.596 2.636 -2.337
C 2.060 1.252 -0.487
C 3.398 1.558 -0.325
C 4.097 0.899 0.680
C 3.450 -0.027 1.489
C 2.107 -0.258 1.260
N 1.463 0.364 0.288
C 1.217 -1.122 2.098
O 1.720 -1.833 2.968
N -0.075 -0.933 1.784
C -0.962 -1.609 2.669
C -1.580 -0.882 3.679
C -1.387 0.606 3.782
C -2.340 -1.562 4.628
C -2.520 -2.934 4.551
C -1.934 -3.638 3.510
C -1.146 -2.991 2.566
C -0.510 -3.760 1.444
H -1.510 5.112 -0.927
H 0.065 4.298 -0.923
H -1.277 3.609 -0.017
H -2.470 4.977 -3.056
H -3.086 3.695 -5.085
H -2.375 1.339 -5.302
H -1.636 -0.724 -4.115
H -0.574 -0.598 -2.715
H 0.014 -0.112 -4.303
H 3.844 2.292 -0.980
H 5.146 1.115 0.839
H 3.937 -0.560 2.294
H -0.407 0.854 4.198
H -2.148 1.049 4.423
H -1.448 1.080 2.800
H -2.790 -1.003 5.441
H -3.122 -3.448 5.290
H -2.089 -4.707 3.422
H -0.907 -4.775 1.402
H 0.572 -3.811 1.577
H -0.708 -3.271 0.487
C -5.135 -0.091 -3.501
Si -5.834 0.781 -1.995
C -5.408 2.595 -2.034
C -7.713 0.647 -2.092
Si -5.002 -0.155 -0.041
Te -2.618 -0.800 -0.372
Si -5.954 -2.250 0.294
C -7.805 -2.129 0.623
C -5.155 -3.108 1.741
C -5.704 -3.270 -1.260
Si -5.544 1.282 1.696
C -4.412 2.773 1.706
C -5.492 0.412 3.348
C -7.310 1.901 1.475
H -5.195 0.567 -4.373
H -5.688 -1.009 -3.717
H -4.086 -0.352 -3.343
H -5.640 3.013 -3.018
H -4.347 2.749 -1.845
H -5.975 3.151 -1.281
H -8.069 1.124 -3.011
H -8.206 1.131 -1.246
H -8.036 -0.397 -2.113
H -8.012 -1.595 1.554
H -8.230 -3.134 0.709
H -8.327 -1.607 -0.182
H -5.335 -2.570 2.675
H -4.073 -3.162 1.607
H -5.550 -4.124 1.844
H -6.329 -2.895 -2.075
H -5.967 -4.317 -1.077
H -4.663 -3.227 -1.588
H -3.361 2.476 1.685
H -4.585 3.375 2.604
H -4.593 3.400 0.829
H -4.556 -0.120 3.489
H -6.297 -0.326 3.412
H -5.619 1.132 4.163
H -7.409 2.533 0.589
H -7.600 2.495 2.348
H -8.017 1.073 1.375
```

Computed properties:
- E_tot (hartree) = -4497.52608
- 2S+1 = 1
- charge = -1
- lowest unoccupied orbital energy (alpha / beta) (eV) = 2.40 / 2.43
- HOMO level (alpha / beta) (eV) = -4.24 / -4.25